(1)
{
  "formula": "C27H33N2Re",
  "method": "ωB97M-V/def2-TZVPD",
  "symbols": ["Re", "N", "N", "C", "C", "C", "C", "C", "C", "C", "C", "C", "C", "C", "C", "C", "C", "C", "C", "C", "C", "C", "C", "C", "C", "C", "C", "C", "C", "C", "H", "H", "H", "H", "H", "H", "H", "H", "H", "H", "H", "H", "H", "H", "H", "H", "H", "H", "H", "H", "H", "H", "H", "H", "H", "H", "H", "H", "H", "H", "H", "H", "H"],
  "xyz": [[-0.2764, -0.8697, 0.3286], [-0.3500, -0.0707, 2.3966], [0.4611, 0.6624, 7.6672], [-3.3284, 2.8715, -1.0340], [-1.1580, -0.6354, 3.3254], [2.0397, -2.3653, 2.0647], [2.8806, -0.3682, -0.2600], [-2.4454, -0.5885, 0.3461], [0.8994, 2.9097, -1.8463], [-3.5216, 1.2734, -0.9174], [2.1306, 2.6728, -1.0393], [-1.2591, -3.0437, -1.8461], [0.9000, 0.9655, 4.1539], [1.7009, -1.2798, -0.2915], [-0.9991, -0.4039, 4.6778], [-2.7945, 0.8090, 0.2085], [-0.1721, -2.4577, -0.9976], [0.1443, -2.8859, 0.3415], [-2.8633, 0.6846, -2.2745], [3.1525, 3.1503, -1.8183], [1.3137, -2.1664, 0.7677], [0.7872, -1.4633, -1.3836], [0.9501, -0.8370, -2.7313], [0.7505, 2.9829, -3.2915], [0.2941, 0.5399, 6.5280], [-0.5722, -3.9289, 1.1441], [0.0612, 0.3862, 5.1092], [3.0136, 3.4127, -3.1958], [0.6531, 0.7434, 2.8082], [1.9025, 3.3159, -3.9983], [-0.1581, 2.9861, -1.6420], [1.2212, 0.2155, -2.6157], [-2.7507, -0.9116, 1.3286], [-0.1224, -4.9202, 0.9978], [-0.2269, 2.8700, -3.7478], [-1.6886, -0.8781, 5.3749], [-0.5203, -3.6990, 2.2145], [1.7566, -1.3177, -3.3019], [3.8240, -0.9230, -0.3868], [2.6540, -3.2781, 2.0422], [-2.5494, 3.2167, -0.3108], [-1.8681, 0.2926, -2.0312], [3.8847, 3.7469, -3.6639], [1.7612, 1.5667, 4.4393], [-2.2122, -3.0651, -1.3064], [-2.8820, 3.0985, -2.0277], [-2.1523, 1.5083, 0.7286], [-2.8799, -1.1943, -0.4491], [0.0299, -0.9052, -3.3156], [-1.3918, -2.4594, -2.7610], [2.7020, -1.5170, 2.2710], [1.7991, 3.4329, -5.1225], [2.9387, 0.1664, 0.6944], [-3.4654, -0.0978, -2.7656], [4.0699, 3.3407, -1.3203], [1.3378, -2.4662, 2.9027], [-2.6195, 1.5063, -2.9683], [1.2744, 1.1952, 2.0254], [2.7937, 0.4038, -1.0247], [-1.9507, -1.3051, 2.9868], [-4.2504, 3.4460, -0.9159], [-1.0280, -4.0817, -2.1269], [-1.6258, -3.9890, 0.8559]],
  "lowdin_spin": [1.588, 0.017, 0.008, 0.004, 0.016, 0.007, 0.039, 0.024, 0.091, 0.032, 0.702, 0.010, -0.003, 0.083, -0.005, -0.008, 0.027, 0.011, 0.009, 0.097, 0.018, 0.044, 0.009, 0.031, 0.001, 0.001, 0.015, 0.034, 0.030, 0.002, 0.005, 0.001, 0.000, -0.002, 0.001, 0.000, 0.000, 0.001, 0.008, 0.000, 0.000, 0.005, 0.004, -0.001, 0.000, 0.001, -0.001, 0.009, 0.000, 0.000, 0.000, 0.002, 0.007, 0.001, 0.011, -0.001, 0.001, 0.009, 0.005, 0.001, 0.000, 0.000, 0.000],
  "total_charge": 1,
  "homo_energy_ev": [-10.479, -10.409],
  "lumo_energy_ev": [-4.11, -4.74],
  "multiplicity": 4,
  "homo_lumo_gap_ev": [6.37, 5.67]
}

---

(2)
{
  "formula": "C27H34FN3O3",
  "method": "ωB97M-V/def2-TZVPD",
  "symbols": ["F", "O", "O", "O", "N", "N", "N", "C", "C", "C", "C", "C", "C", "C", "C", "C", "C", "C", "C", "C", "C", "C", "C", "C", "C", "C", "C", "C", "C", "C", "C", "C", "C", "C", "H", "H", "H", "H", "H", "H", "H", "H", "H", "H", "H", "H", "H", "H", "H", "H", "H", "H", "H", "H", "H", "H", "H", "H", "H", "H", "H", "H", "H", "H", "H", "H", "H", "H"],
  "xyz": [[5.3267, -0.8937, 2.5567], [-3.5551, 0.7860, 1.3691], [0.1227, 4.0883, 1.7719], [2.9086, -3.4467, 0.1235], [0.2361, 2.2667, 0.4626], [-2.7213, 2.6178, 0.3358], [-4.1009, 1.1238, -0.8061], [-1.6601, 2.5628, -1.8950], [2.3574, 1.1027, 2.0631], [-2.9806, -4.9639, -2.0965], [1.5176, -0.2945, -1.1652], [3.8143, 1.3605, 0.1797], [-0.3849, 1.1458, -0.2494], [2.1522, -2.3367, -0.0676], [-4.5389, -0.2471, -0.9778], [-0.4365, 3.1385, 1.2510], [-3.4019, -1.1403, -1.4827], [-3.8211, -2.6008, -1.6140], [-3.4590, 1.4561, 0.3558], [-2.4381, 3.3558, -0.8750], [2.6135, 1.6529, 0.8140], [4.4394, -0.0452, 1.9925], [0.3040, -1.0314, 0.7488], [0.5042, -0.0769, -0.2460], [-2.6530, -3.4708, -2.0753], [-1.9264, 2.9245, 1.5047], [1.6211, 2.5760, 0.1563], [-4.0138, -5.3379, -3.1529], [-0.7970, 1.5898, -1.6346], [2.3375, -1.4068, -1.0835], [4.7362, 0.5115, 0.7628], [1.1097, -2.1427, 0.8407], [4.0332, -3.6467, -0.6986], [3.2632, 0.2445, 2.6576], [1.4381, 1.3454, 2.5730], [5.6707, 0.2770, 0.2775], [1.6990, 0.4119, -1.9616], [-4.1765, -2.9585, -0.6457], [-3.6886, -5.0073, -4.1372], [-3.0527, -0.7698, -2.4513], [-0.4939, -0.8967, 1.4650], [4.0321, 1.7980, -0.7837], [-3.7958, 1.5734, -1.6542], [3.1213, -1.5302, -1.8138], [-3.3429, -5.2657, -1.1116], [-5.3784, -0.2567, -1.6774], [-2.3404, -3.1568, -3.0744], [-1.8089, -3.3064, -1.4003], [4.5100, -4.5531, -0.3295], [-1.2677, 0.8616, 0.3237], [-4.6465, -2.6752, -2.3237], [-2.0693, 2.1059, 2.2188], [-0.3314, 1.0712, -2.4599], [3.0684, -0.1977, 3.6214], [-1.8570, 2.8315, -2.9252], [-2.5673, -1.0700, -0.7812], [-4.8808, -0.5960, -0.0020], [-2.2860, 3.8474, 1.9756], [-2.0594, -5.5177, -2.2928], [1.7605, 2.5710, -0.9288], [-3.3763, 3.7085, -1.3208], [1.7917, 3.5951, 0.5246], [4.7364, -2.8116, -0.6222], [3.7470, -3.7900, -1.7457], [-4.1496, -6.4166, -3.1821], [0.9607, -2.8781, 1.6147], [-4.9764, -4.8825, -2.9363], [-1.8679, 4.2462, -0.5902]],
  "nbo_charge": [-0.329, -0.677, -0.630, -0.490, -0.437, -0.460, -0.629, -0.195, -0.130, -0.388, -0.122, -0.189, -0.129, 0.318, -0.218, 0.668, -0.390, -0.401, 0.791, -0.277, -0.051, 0.391, -0.127, -0.107, -0.388, -0.314, -0.260, -0.607, -0.182, -0.324, -0.287, -0.259, -0.252, -0.292, 0.213, 0.226, 0.200, 0.199, 0.199, 0.190, 0.214, 0.209, 0.388, 0.220, 0.194, 0.192, 0.190, 0.205, 0.203, 0.252, 0.194, 0.271, 0.213, 0.230, 0.211, 0.201, 0.230, 0.226, 0.199, 0.198, 0.214, 0.268, 0.179, 0.174, 0.210, 0.225, 0.200, 0.239],
  "homo_energy_ev": -8.356,
  "lumo_energy_ev": 0.54,
  "homo_lumo_gap_ev": 8.89,
  "smiles": "CCCCCCNC(=O)N1C/C=C\\[C@@H](c2ccc(OC)cc2)N(Cc2ccc(F)cc2)C(=O)C1"
}

---

(3)
{
  "formula": "C27H34FN3O4PPrSi",
  "method": "ωB97M-V/def2-TZVPD",
  "symbols": ["Pr", "P", "Si", "F", "O", "O", "O", "O", "N", "N", "N", "C", "C", "C", "C", "C", "C", "C", "C", "C", "C", "C", "C", "C", "C", "C", "C", "C", "C", "C", "C", "C", "C", "C", "C", "C", "C", "C", "H", "H", "H", "H", "H", "H", "H", "H", "H", "H", "H", "H", "H", "H", "H", "H", "H", "H", "H", "H", "H", "H", "H", "H", "H", "H", "H", "H", "H", "H", "H", "H", "H", "H"],
  "xyz": [[0.1818, -0.4962, -0.2990], [-0.2264, 0.6194, -3.6181], [-1.6725, 1.4030, 2.0148], [-1.9787, -1.4396, -1.3909], [-1.0820, -4.8762, 1.7290], [0.3370, -0.4375, -2.7000], [1.6955, 1.2336, -0.6215], [0.1171, -2.4440, 0.7389], [3.3922, 0.1529, 0.5220], [2.4296, -0.8566, 0.7053], [-1.8821, 0.4104, 0.6098], [3.4661, 3.2718, -1.3250], [-0.5726, 2.1479, -2.7477], [0.2092, -4.4941, 1.9464], [4.9422, 2.5154, 0.4103], [2.1362, -3.0236, 1.8458], [3.7911, 2.3327, -0.3517], [-3.1788, -1.0926, -0.7747], [5.4234, 4.5499, -0.7808], [-4.3510, 0.2162, 0.7703], [-4.3149, -1.7187, -1.2168], [-5.5258, -0.3903, 0.3516], [-5.5274, -1.3650, -0.6354], [2.8506, -1.8217, 1.4424], [0.7975, -3.2971, 1.4821], [-1.7718, 0.0889, -4.3601], [-2.4043, 0.6253, 3.5597], [2.8983, 1.1537, -0.1432], [2.2620, -5.0787, 3.0997], [-1.8094, -4.4389, 0.5854], [4.2791, 4.3736, -1.5439], [0.9161, 0.9924, -4.9471], [-2.3335, 3.1468, 1.7787], [2.8538, -3.9173, 2.6516], [-3.0911, -0.1231, 0.2361], [5.7503, 3.6199, 0.1973], [0.1763, 1.5174, 2.2817], [0.9506, -5.3554, 2.7417], [-4.2384, -2.4662, -1.9954], [-6.4450, -1.8403, -0.9516], [1.8567, 1.3392, -4.5186], [6.0598, 5.4105, -0.9427], [0.4576, -6.2591, 3.0778], [-1.2891, 1.9595, -1.9408], [-2.1283, 0.8060, -5.1003], [-4.4110, 0.9789, 1.5345], [0.6921, 2.0968, 1.5127], [-2.1108, 1.2187, 4.4310], [1.1093, 0.0909, -5.5276], [-1.2121, -4.5261, -0.3231], [3.8761, -3.6809, 2.9188], [-2.1478, -3.4106, 0.6941], [-6.4577, -0.0880, 0.8125], [0.3925, 1.9879, 3.2434], [-2.5259, -0.0275, -3.5805], [2.8129, -5.7700, 3.7227], [-1.0234, 2.8697, -3.4314], [2.5652, 3.1284, -1.9055], [-3.4912, 0.5569, 3.5646], [-1.8479, 3.6210, 0.9224], [4.0194, 5.0976, -2.3058], [0.6538, 0.5294, 2.3436], [-1.6257, -0.8791, -4.8392], [-3.4094, 3.1576, 1.5934], [5.1867, 1.7819, 1.1656], [3.8750, -1.7377, 1.8070], [-2.1446, 3.7715, 2.6547], [0.3401, 2.5474, -2.3072], [-2.6672, -5.1067, 0.5280], [0.5163, 1.7647, -5.6053], [6.6385, 3.7563, 0.8008], [-2.0104, -0.3835, 3.7023]],
  "lowdin_spin": [2.027, 0.000, 0.000, 0.000, 0.000, -0.002, -0.005, -0.009, 0.000, -0.004, -0.006, 0.000, 0.000, -0.001, 0.000, 0.000, 0.000, 0.000, 0.000, 0.000, 0.000, 0.000, 0.000, 0.001, 0.000, 0.000, 0.000, 0.000, 0.000, 0.000, 0.000, 0.000, 0.000, 0.000, 0.000, 0.000, 0.000, 0.000, 0.000, 0.000, 0.000, 0.000, 0.000, 0.000, 0.000, 0.000, 0.000, 0.000, 0.000, 0.000, 0.000, 0.000, 0.000, 0.000, 0.000, 0.000, 0.000, 0.000, 0.000, 0.000, 0.000, 0.000, 0.000, 0.000, 0.000, 0.000, 0.000, 0.000, 0.000, 0.000, 0.000, 0.000],
  "homo_energy_ev": [-7.400, -7.412],
  "lumo_energy_ev": [0.20, 0.19],
  "multiplicity": 3,
  "homo_lumo_gap_ev": [7.59, 7.61]
}

---

(4)
{
  "formula": "C27H34FN3O5P2W",
  "method": "ωB97M-V/def2-TZVPD",
  "symbols": ["W", "P", "P", "F", "O", "O", "O", "O", "O", "N", "N", "N", "C", "C", "C", "C", "C", "C", "C", "C", "C", "C", "C", "C", "C", "C", "C", "C", "C", "C", "C", "C", "C", "C", "C", "C", "C", "C", "C", "H", "H", "H", "H", "H", "H", "H", "H", "H", "H", "H", "H", "H", "H", "H", "H", "H", "H", "H", "H", "H", "H", "H", "H", "H", "H", "H", "H", "H", "H", "H", "H", "H", "H"],
  "xyz": [[-0.4986, 2.9763, -0.3152], [-1.0882, 2.5157, -2.7921], [-1.3159, 5.2614, -1.2522], [2.6368, -2.9286, -1.0817], [-0.3228, 0.9615, -0.3988], [0.7733, 4.2425, 0.3228], [1.1725, 2.8978, 0.5228], [-3.1648, 1.9800, 2.4930], [-1.9263, 2.7138, 0.6857], [3.7416, -7.1135, 1.6367], [-1.0713, -1.6151, 2.7422], [2.2613, -4.7054, 1.0894], [1.5566, -3.5309, 0.9553], [-1.5015, 0.4630, 1.6385], [0.5763, -3.1656, 1.8831], [2.4510, -6.8252, 2.3483], [-0.9907, 5.2730, -3.0245], [-1.4067, -2.5440, 3.8318], [-0.9227, 4.0492, -3.7155], [-2.3135, 1.6663, 1.7735], [1.5764, -5.9395, 1.4759], [-0.5571, 0.1725, 0.6302], [0.1450, -1.0603, 0.7262], [-0.4249, -2.7382, 4.9521], [-1.7241, -0.4777, 2.6519], [1.7773, -2.6091, -0.1141], [-0.8798, 6.4667, -3.7242], [-0.1162, -1.9631, 1.7843], [1.1193, -1.4251, -0.2214], [-0.0118, 1.2540, -3.4993], [-3.0792, 5.5365, -0.9463], [-0.7034, 6.4449, -5.1042], [-1.7059, -2.0002, 5.1953], [4.4331, -5.8350, 1.2547], [-0.7508, 4.0363, -5.0948], [3.5216, -4.9747, 0.3923], [-2.7810, 1.8776, -2.8423], [-0.6437, 5.2383, -5.7856], [-0.4470, 6.6332, -0.4699], [1.0292, 1.5772, -3.4626], [-0.9216, 7.4203, -3.2136], [2.7152, -6.3351, 3.2845], [-0.2911, 1.0969, -4.5432], [-0.1402, 0.3177, -2.9603], [0.4799, -2.1452, 4.9326], [1.3436, -0.7864, -1.0635], [-2.4668, -0.2857, 3.4156], [4.3532, -7.6789, 2.2328], [-0.5076, 5.2285, -6.8586], [-3.0131, 1.6520, -3.8873], [4.0588, -4.0508, 0.2052], [-1.9791, -3.3849, 3.4618], [0.6171, 6.6120, -0.6991], [3.5625, -7.6781, 0.8000], [-3.3812, 6.4474, -1.4679], [-2.8662, 0.9595, -2.2613], [5.3443, -6.0886, 0.7156], [-2.4990, -2.4845, 5.7459], [0.6645, -5.7263, 2.0259], [1.2792, -6.4870, 0.5714], [1.9583, -7.7722, 2.5614], [-0.6927, 3.1074, -5.6475], [-1.6224, -0.9354, 5.3659], [-0.3172, -3.7377, 5.3490], [-3.6946, 4.7108, -1.3021], [-3.2431, 5.6715, 0.1242], [-3.4997, 2.6166, -2.4905], [3.3442, -5.4591, -0.5750], [-0.6095, 7.3767, -5.6458], [4.6936, -5.3334, 2.1857], [-0.8782, 7.5649, -0.8439], [-0.5978, 6.6041, 0.6095], [0.3836, -3.8031, 2.7311]],
  "mulliken_charge": [1.269, 0.660, 1.037, -0.317, -0.949, -0.212, -0.252, -0.358, -0.351, -0.129, 0.247, 0.208, -0.522, -0.148, -1.102, -0.756, 0.486, -0.348, 0.994, 0.560, -0.562, 1.584, 1.027, -0.385, -0.789, 0.109, -0.763, -0.087, -0.561, -1.237, -1.132, -0.827, -1.045, -0.989, -0.958, -0.647, -1.099, -0.825, -1.325, 0.415, 0.392, 0.371, 0.541, 0.317, 0.242, 0.547, 0.796, 0.366, 0.451, 0.474, 0.494, 0.492, 0.426, 0.400, 0.456, 0.384, 0.450, 0.269, 0.365, 0.280, 0.426, 0.376, 0.375, 0.341, 0.294, 0.421, 0.282, 0.418, 0.453, 0.371, 0.525, 0.446, 0.835],
  "total_charge": 4,
  "homo_energy_ev": -18.603,
  "lumo_energy_ev": -12.40,
  "homo_lumo_gap_ev": 6.20
}

---

In eV/A, the largest force on an atom values for the records above are, in order, 7.33, 0.53, 0.42, 1.00.
In eV, the calculated total energy values for the records above are, in order, -33629.10254, -41881.72454, -75170.19450, -66341.36690.